[1]
Molecular formula: C8H12F4N2
Method: DFT, ωB97M-V/def2-TZVPD

LUMO energy (spin up / spin down): 0.8 / -2.6 eV
Multiplicity: 3
Highest occupied orbital energy (spin up / spin down): -3.8 / -8.7 eV
Relative energy (zero: lowest compared OMol25 entry of this formula, charge and spin): 128.8 kJ/mol

Last column: Löwdin spin population.
Cartesian coordinates (Å):
1 C 0.82752 1.10016 -2.08760  0.207
2 C 0.33346 1.64741 -0.98118  0.361
3 C -0.17537 0.94529 0.28958  0.049
4 C 0.90000 -0.36276 -2.30239  0.252
5 C 0.04425 -0.50856 0.35069  0.042
6 C -0.26826 -1.18813 -0.97075  0.311
7 C 0.31654 1.68822 1.50799  0.013
8 C -0.88848 -1.15055 1.39480  0.021
9 N 2.14543 -1.09045 -2.06887  0.309
10 N -1.65764 -0.92579 -1.32914  0.130
11 F 0.34086 3.01246 -0.89965  0.066
12 F 0.42332 -0.84256 -3.48066  0.070
13 F 1.41743 -0.73226 0.56934  0.008
14 F 0.02497 -2.52810 -0.94302  0.054
15 H 1.22481 1.51026 -2.98574  0.026
16 H -1.26401 1.16176 0.05203  0.018
17 H 1.45448 1.82756 1.41685  0.000
18 H 0.05389 1.16898 2.45841  0.003
19 H -0.15374 2.55772 1.72250  0.001
20 H -0.98532 -0.55917 2.26730  0.004
21 H -0.32593 -2.10830 1.73694  0.001
22 H -1.81341 -1.22787 0.90154  0.005
23 H 2.72843 -0.90252 -1.29029  0.010
24 H 2.18572 -2.02761 -2.39755  0.019
25 H -1.85022 0.04277 -1.26966  0.006
26 H -1.87185 -1.14440 -2.29267  0.013

Cartesian forces (eV/Å) of the 3 atoms listed first:
C 0.830 -4.804 -2.992
C -0.295 0.666 3.273
C -1.215 3.292 -2.409


[2]
Molecular formula: C8H12F6O4Ti
Method: DFT, ωB97M-V/def2-TZVPD

LUMO energy (spin up / spin down): 0.2 / -4.7 eV
Multiplicity: 5
Highest occupied orbital energy (spin up / spin down): -5.8 / -8.4 eV

Last column: Löwdin spin population.
Cartesian coordinates (Å):
1 Ti 21.62547 5.66244 -19.27547  2.620
2 C 22.17846 8.42279 -18.37056  0.011
3 O 21.67191 7.97778 -19.65803  0.058
4 O 22.49534 7.24802 -17.61656  0.027
5 C 23.17711 9.62308 -18.44179  0.001
6 F 23.48447 10.00052 -17.17482  0.000
7 F 24.23352 9.40121 -19.17260  0.001
8 F 22.79504 10.77680 -18.98107  0.000
9 C 20.77840 8.77091 -20.40999  0.008
10 C 20.53091 7.90261 -21.71604  0.025
11 H 20.17475 6.90415 -21.46243  0.016
12 H 19.72308 8.40419 -22.24889  0.001
13 H 21.30255 7.81636 -22.48105  0.001
14 H 21.04572 9.78829 -20.69562  0.000
15 H 19.84559 8.79497 -19.84663  0.003
16 H 21.25380 8.82078 -17.95258  0.002
17 C 20.01541 3.25488 -19.58852  0.115
18 O 21.29832 3.32955 -18.94153  0.081
19 O 19.93543 4.38821 -20.41381  0.870
20 C 19.69454 1.73403 -20.01762  0.032
21 F 20.81302 1.23787 -20.75691  0.012
22 F 19.51613 0.91763 -18.96471  0.003
23 F 18.63330 1.44470 -20.74301  0.005
24 C 21.74070 2.49749 -17.82742  0.011
25 C 22.91736 3.04035 -17.07726  0.019
26 H 23.07790 2.29439 -16.29888  0.001
27 H 23.79573 3.10723 -17.71921  0.005
28 H 22.79259 4.03432 -16.64765  0.008
29 H 21.78368 1.45005 -18.12595  0.000
30 H 20.96605 2.46438 -17.06131  0.002
31 H 19.31872 3.32062 -18.75282  0.062

Cartesian forces (eV/Å) of the 3 atoms listed first:
Ti 0.667 1.425 1.281
C -1.825 -2.157 1.895
O 2.023 -0.017 -0.410


[3]
Molecular formula: C8H12IN2S
Method: DFT, ωB97M-V/def2-TZVPD

LUMO energy: -5.3 eV
Charge: +1
Highest occupied orbital energy: -13.4 eV
Relative energy (zero: lowest compared OMol25 entry of this formula, charge and spin): 0.0 kJ/mol

Last column: Löwdin charge in e.
Cartesian coordinates (Å):
1 C 1.70899 1.17774 -0.78542  -0.409
2 C 1.59763 1.75398 1.51035  -0.235
3 C 1.85148 2.56420 -1.33035  -0.963
4 C 0.17584 0.88695 -0.63705  -0.267
5 C -0.30992 2.03102 0.23476  -0.312
6 C -1.34729 -0.91970 0.52199  -0.062
7 C 0.29824 -1.46895 -1.33349  -0.027
8 C 0.03624 -0.60294 -0.07730  -0.322
9 N 2.33655 1.39583 0.52623  0.108
10 N 0.34667 2.11106 1.52302  0.072
11 S 0.48776 3.46999 -0.94450  1.027
12 I 3.58640 3.38540 -2.21195  1.019
13 H 2.39551 0.56302 -1.45299  0.160
14 H 2.07397 1.74365 2.48019  0.150
15 H -0.42458 1.16646 -1.53464  0.150
16 H -1.33701 2.39467 0.15487  0.130
17 H -1.55798 -0.19504 1.45091  0.115
18 H -1.18264 -1.81573 1.05852  0.056
19 H -2.28219 -1.02214 -0.09041  0.104
20 H 0.09943 -2.48507 -1.09676  0.095
21 H 1.26436 -1.41152 -1.60847  0.035
22 H -0.10342 -0.99297 -2.13513  0.059
23 H 0.77982 -0.70249 0.69105  0.127
24 H -0.11610 2.69655 2.24326  0.188

Cartesian forces (eV/Å) of the 3 atoms listed first:
C 0.648 0.479 -1.523
C 3.277 -0.570 1.085
C -0.638 1.137 0.576